No. 1
118
Properties=species:S:1:pos:R:3:forces:R:3:lowdin_charge:R:1 method="wB97M-V/def2-TZVPD" total_charge=0 e_above_lowest_kj_mol=0.0 lumo_energy_ev=0.30 homo_lumo_gap_ha=0.3084
N 8.86493 -78.80592 14.70744 -2.644 6.489 -2.897 0.362
H 7.93051 -79.00025 14.28139 0.976 0.458 -0.042 0.145
H 9.09705 -77.70951 14.77984 -1.518 -2.441 -0.855 0.192
H 9.63483 -79.07624 14.22898 3.102 -2.187 -2.124 0.032
H 8.86496 -78.97770 15.61226 0.099 -2.174 5.694 0.018
C 7.73506 -80.06130 11.51888 1.130 -3.516 -0.809 -0.904
O 7.65344 -81.26822 11.21844 1.664 -0.227 0.006 -0.031
O 9.00265 -79.46135 11.62751 1.804 -2.552 -0.269 -0.022
O 6.83056 -79.35324 11.78725 -3.552 4.286 1.426 0.030
H 9.54257 -80.30851 11.48202 -0.515 1.963 0.063 0.121
C 7.08663 -79.27850 19.87986 -2.754 0.796 0.149 -0.060
C 6.54402 -78.21372 18.80081 1.635 -0.919 3.525 -0.357
C 6.60285 -76.79765 19.49050 0.186 -0.804 -0.997 -0.243
O 6.07572 -76.75192 20.72781 -2.123 -0.891 3.377 -0.182
C 6.12897 -75.59849 21.60700 4.574 -1.693 -3.792 -0.020
N 7.37735 -78.28858 17.66494 4.005 -1.864 1.842 0.052
H 7.24498 -80.29972 19.50124 0.042 0.610 0.176 0.087
H 6.37958 -79.22160 20.76042 -0.291 -0.845 -1.283 0.092
H 7.79322 -78.84839 20.48247 3.353 0.757 0.771 0.016
H 5.60682 -78.74220 18.80567 -1.205 1.071 -1.504 0.126
H 6.15909 -76.05158 18.93926 -1.909 1.514 -2.244 0.084
H 7.58032 -76.37426 19.43991 1.952 -0.460 0.347 0.096
H 7.23313 -75.44413 21.67831 -0.433 0.181 0.757 0.098
H 5.73149 -75.85438 22.50227 -1.432 -0.660 2.493 0.056
H 5.82807 -74.71068 21.16283 -1.491 1.582 -0.846 0.064
H 8.44911 -78.16988 17.88711 -3.044 -0.380 -0.458 0.080
H 7.18701 -77.80853 16.87016 -1.354 2.065 -2.664 -0.023
C 6.38461 -74.72807 15.97689 5.731 4.240 2.335 -0.087
C 5.60920 -75.83928 15.45383 -1.055 -0.986 0.541 -0.493
C 4.52269 -75.31226 14.57614 -2.445 -1.196 0.312 -0.192
O 3.81933 -74.23484 15.21951 -0.320 -0.712 -1.024 -0.170
C 2.72563 -73.85732 14.42132 -0.073 0.365 -2.780 -0.146
N 6.25100 -76.97547 14.85891 2.997 1.963 -3.011 0.064
H 7.34734 -74.59671 16.80620 -2.078 -2.355 -1.908 0.142
H 5.90778 -73.95803 16.56028 -1.729 -0.206 -0.164 0.058
H 6.90830 -74.05765 15.28103 -0.388 -0.481 -0.932 0.069
H 5.21149 -76.25931 16.30173 -1.885 -0.804 2.273 0.107
H 3.80509 -76.21191 14.26680 1.087 1.790 0.852 0.170
H 4.92252 -74.97531 13.65638 0.633 0.590 -1.199 0.099
H 2.06653 -73.20491 14.90100 -0.614 1.140 1.589 0.044
H 2.04650 -74.71888 14.17653 0.954 0.434 -0.262 0.095
H 2.96861 -73.18098 13.43484 -0.001 -2.088 1.934 0.139
H 6.52279 -76.57673 13.90711 1.060 -0.766 1.404 0.070
H 5.66544 -77.62849 14.40749 -1.882 -1.192 0.473 0.071
C 11.80351 -76.35342 13.24153 2.718 -0.399 0.055 -0.039
C 12.27107 -77.74798 12.70043 -0.095 1.821 -1.945 -0.435
C 13.73498 -77.76334 12.23487 0.025 -0.754 -0.779 -0.241
O 13.84767 -76.86652 11.14143 2.566 -1.000 1.343 -0.205
C 15.28500 -76.68239 10.90784 -2.226 -3.411 -5.958 -0.098
N 12.13962 -78.65153 13.74623 -6.284 2.062 -0.108 -0.027
H 12.27570 -76.24332 14.26487 0.498 0.252 -1.287 0.084
H 10.82657 -76.34847 13.60614 -2.204 -0.243 -0.422 0.019
H 12.02321 -75.53967 12.54077 -0.174 0.039 0.449 0.077
H 11.67050 -78.07565 11.73263 0.726 0.649 1.999 0.181
H 14.14906 -78.90756 11.93349 -1.133 2.923 0.599 0.159
H 14.38845 -77.37802 13.03756 -0.110 -0.369 0.113 0.124
H 15.10986 -76.22873 9.85836 1.581 -0.115 1.728 0.113
H 15.87831 -77.75577 10.67677 -1.765 2.481 0.759 0.135
H 15.86723 -76.17758 11.58585 0.759 1.604 1.839 0.036
H 11.90046 -79.60164 13.26893 -0.404 2.389 1.399 0.058
H 12.95523 -78.97753 14.15182 0.170 4.249 1.048 -0.013
C 11.79767 -81.33878 15.27441 0.595 0.239 0.829 -0.081
C 12.88165 -81.69455 14.29659 0.184 -4.637 0.613 -0.370
C 12.48489 -82.98868 13.48039 -1.919 0.453 1.344 -0.171
O 12.50737 -84.11358 14.34997 1.221 0.668 -0.595 -0.200
C 12.24496 -85.35339 13.74831 0.403 -1.184 -0.936 -0.123
N 12.89291 -80.56227 13.47468 5.512 -4.996 -1.934 -0.041
H 12.12739 -80.44939 15.75777 0.038 0.730 1.057 0.079
H 11.36280 -82.03672 15.95916 1.883 -0.705 0.722 0.061
H 10.82773 -81.13351 14.77290 2.656 1.649 0.494 0.022
H 13.95520 -81.98773 14.71090 -2.086 0.648 -0.284 0.181
H 13.14027 -83.05763 12.66814 1.380 -0.584 -1.338 0.098
H 11.44745 -82.97130 13.01809 1.158 0.257 0.250 0.137
H 12.61015 -86.11958 14.44636 0.151 0.191 -0.312 0.088
H 12.65988 -85.59636 12.68237 -0.291 0.965 1.843 0.125
H 11.18072 -85.51059 13.69689 -0.704 0.013 -0.265 0.062
H 13.52509 -80.71741 12.64834 -0.455 0.271 0.998 0.134
H 13.36272 -79.84598 14.11177 0.913 -4.555 -1.991 0.099
C 10.81872 -76.85945 17.34118 -1.340 -2.371 -2.314 -0.050
C 11.13852 -77.66379 18.59452 -4.597 0.339 0.363 -0.377
C 10.90617 -76.97682 19.93639 0.743 -1.059 3.363 -0.214
O 11.96149 -76.04969 20.11756 0.570 2.030 1.803 -0.193
C 11.79475 -74.98527 21.16955 -7.626 -2.596 -0.860 -0.054
N 10.28604 -78.85028 18.52150 -0.808 0.741 -1.406 0.053
H 11.21010 -77.21236 16.27606 -0.945 -0.354 2.354 0.106
H 11.26810 -75.99406 17.34460 3.140 4.885 0.556 0.000
H 9.79941 -76.43722 17.20747 -0.091 -1.195 0.379 0.082
H 12.10686 -77.91874 18.64681 3.590 -1.212 -0.410 0.102
H 10.91331 -77.79370 21.01223 0.077 1.875 -3.405 0.201
H 9.91626 -76.56350 20.00213 -0.535 0.659 -0.040 0.084
H 12.46901 -74.40849 21.62575 4.447 0.789 1.104 0.012
H 11.04432 -75.30066 22.08953 1.983 -0.050 -2.205 0.133
H 11.16489 -74.15554 20.76796 0.092 -0.725 -0.506 0.080
H 9.56602 -79.04756 19.17431 -1.333 1.461 1.020 0.036
H 10.76627 -79.62018 18.78052 2.876 -3.279 0.165 0.037
C 7.85646 -82.10040 15.83537 1.242 -4.106 0.028 -0.009
C 9.28601 -82.34369 15.32523 -1.234 -2.241 5.781 -0.427
C 9.57332 -83.87628 15.45740 -4.695 0.748 -2.403 -0.240
O 9.37252 -84.38568 16.70065 -1.239 0.423 2.390 -0.182
C 9.80049 -85.73409 17.05324 -1.921 3.405 1.568 -0.014
N 9.62506 -81.73818 14.11290 -5.112 1.635 1.375 0.075
H 7.60152 -82.47981 16.85584 0.938 0.135 -0.779 0.104
H 7.29069 -82.70819 15.15942 -1.443 0.748 -0.673 0.086
H 7.90100 -81.11197 15.87942 -1.710 4.546 -0.241 0.001
H 9.91145 -81.95276 16.20460 -1.276 -0.104 -1.376 0.133
H 10.53470 -83.78944 15.40846 6.119 -0.944 -1.997 0.032
H 8.95504 -84.32143 14.57030 1.298 -0.038 1.363 0.177
H 10.74921 -85.89718 16.66387 1.794 -0.772 -0.529 0.058
H 9.00085 -86.24420 16.62173 -0.744 -2.201 -0.492 0.068
H 9.72153 -85.70714 18.18579 0.414 -0.478 -1.486 0.119
H 8.95978 -81.72513 13.41206 -2.500 -0.177 -1.572 0.081
H 10.38874 -82.04569 13.71411 4.235 -2.191 -2.329 -0.015
C 7.28510 -75.89868 11.58831 5.572 6.173 4.381 -0.164
O 7.76684 -76.83366 12.47354 1.512 -1.890 0.007 -0.194
H 7.02281 -74.91397 12.29946 0.195 -2.372 -2.147 0.140
H 6.57047 -76.27198 11.10518 -6.515 -2.473 -3.863 -0.004
H 8.01935 -75.51620 10.83026 -0.155 -0.300 0.707 0.093
H 7.82858 -77.72595 12.00819 -0.558 1.037 0.726 0.065

No. 2
88
Properties=species:S:1:pos:R:3:forces:R:3:lowdin_charge:R:1 method="wB97M-V/def2-TZVPD" total_charge=0 lumo_energy_ev=0.20 homo_lumo_gap_ha=0.3136
C -2.90536 -3.32431 2.64945 -0.177 0.594 0.084 -0.164
S -2.61839 -2.81827 4.32750 -0.295 -1.324 1.146 0.467
O -1.80329 -3.83893 4.95697 0.447 0.095 -0.275 -0.413
O -3.88100 -2.57023 4.99373 -0.251 0.597 -0.501 -0.370
Si -1.41897 -0.94801 4.42604 0.647 -0.026 -0.030 0.413
I 0.90947 -1.64026 4.73478 -0.285 0.080 -0.107 0.649
B -1.55440 0.21594 2.79400 -0.293 0.476 -0.582 -0.801
O -2.76993 0.79320 2.47395 0.163 -0.277 0.254 0.110
O -0.49470 0.50380 2.00839 0.075 -0.115 0.345 0.098
C -1.90380 0.12892 5.97838 -0.197 -0.335 0.137 -0.704
F -2.86634 -0.36320 6.78268 0.382 0.220 -0.268 0.103
F -2.31706 1.33771 5.53503 -0.205 0.039 0.047 0.068
F -0.81082 0.35206 6.72687 -0.070 0.032 0.286 0.032
H -2.32227 -2.74001 1.94149 0.141 0.061 -0.138 0.033
H -3.96765 -3.19436 2.47701 -0.119 0.072 -0.120 0.073
H -2.63495 -4.36307 2.55059 0.156 -0.209 0.141 0.041
H -3.24393 0.27216 1.82384 -0.280 0.049 -0.257 0.101
H 0.29555 0.02666 2.29013 0.223 0.007 -0.050 0.053
C 0.33353 -1.56204 -2.06684 -0.031 -0.090 -0.078 -0.250
S -0.79375 -0.88668 -0.84735 0.114 0.200 -0.167 0.831
O -1.23277 -2.00922 0.03629 -0.094 -0.004 0.130 -0.549
C -2.13302 -0.55796 -1.99329 -0.009 -0.056 0.033 -0.263
H 1.23512 -1.87884 -1.54693 -0.008 0.012 0.044 0.055
H -0.13126 -2.41892 -2.55643 -0.029 -0.011 0.043 0.057
H 0.58641 -0.78971 -2.79611 0.035 0.023 0.046 0.023
H -2.43199 -1.48267 -2.48767 0.029 -0.028 0.029 0.063
H -1.80762 0.17386 -2.72897 -0.006 0.013 -0.018 0.023
H -2.97231 -0.15780 -1.42572 0.031 0.002 0.049 0.047
C -4.58582 0.70785 -6.31990 -0.054 -0.110 0.026 -0.266
S -3.51313 1.78105 -5.35965 0.036 0.206 -0.107 0.825
O -2.46961 0.91989 -4.73663 -0.070 -0.086 -0.084 -0.567
C -4.71392 2.16604 -4.08202 -0.053 -0.057 0.089 -0.264
H -4.00805 0.31878 -7.15539 0.039 0.029 0.005 0.050
H -4.93349 -0.11558 -5.69598 0.027 0.008 0.026 0.060
H -5.42939 1.28584 -6.69614 0.014 0.024 -0.007 0.055
H -5.05217 1.24452 -3.60787 0.028 -0.021 -0.020 0.059
H -5.55420 2.69832 -4.52669 0.014 0.017 -0.017 0.055
H -4.22613 2.80216 -3.34666 0.044 0.008 -0.027 0.054
C 0.33318 4.94597 6.04750 0.019 0.101 0.019 -0.255
S 0.44549 3.26470 5.42628 -0.063 -0.033 0.023 0.798
O 1.87824 2.86652 5.51026 0.055 0.041 -0.039 -0.550
C 0.11518 3.67380 3.70768 0.022 0.077 -0.067 -0.246
H 0.55426 4.92268 7.11291 0.001 -0.050 0.006 0.050
H 1.05967 5.57453 5.53222 0.023 -0.042 -0.016 0.059
H -0.67798 5.32138 5.89079 -0.013 -0.025 0.013 0.056
H 0.85589 4.39183 3.35491 0.026 -0.008 0.041 0.061
H -0.89011 4.08685 3.62277 -0.019 -0.032 0.013 0.062
H 0.18229 2.75873 3.12322 -0.003 -0.019 0.023 0.033
C 2.42678 1.69101 -6.61787 0.103 -0.088 -0.048 -0.278
S 1.12121 1.29422 -5.45307 -0.146 0.177 -0.009 0.810
O 1.75293 0.55134 -4.32510 0.025 -0.101 -0.011 -0.558
C 0.29815 0.07939 -6.48504 0.002 -0.165 -0.037 -0.269
H 3.08786 2.41616 -6.14973 -0.043 0.042 0.014 0.038
H 2.98642 0.78818 -6.86474 -0.018 -0.019 0.023 0.058
H 1.99610 2.12684 -7.51823 0.008 0.034 0.006 0.060
H 0.99950 -0.71534 -6.74173 0.045 0.039 0.018 0.059
H -0.07484 0.56704 -7.38573 -0.010 0.025 0.012 0.056
H -0.53643 -0.32333 -5.91517 -0.023 0.089 0.038 0.028
C 3.41482 1.99743 8.13868 0.187 -0.029 0.039 -0.277
S 2.11044 2.32515 9.32458 -0.068 -0.019 -0.152 0.785
O 2.57778 3.43170 10.20247 0.051 0.005 0.037 -0.560
C 2.31158 0.79695 10.24948 0.016 -0.086 0.055 -0.272
H 3.48614 2.85465 7.47535 -0.086 -0.013 -0.036 0.034
H 4.35577 1.85110 8.67107 -0.042 0.008 0.067 0.058
H 3.15722 1.11488 7.55452 -0.052 0.041 -0.048 0.053
H 3.33050 0.73444 10.63161 0.008 0.050 -0.013 0.056
H 2.09327 -0.04928 9.59812 -0.022 0.012 -0.013 0.052
H 1.60718 0.81163 11.07828 -0.020 0.038 -0.010 0.047
C -1.94389 -6.77911 -1.46789 0.081 -0.061 -0.050 -0.269
S -3.24483 -6.36834 -0.29910 -0.023 0.001 -0.042 0.824
O -2.72920 -5.25579 0.54057 -0.040 -0.149 -0.074 -0.548
C -3.10459 -7.86957 0.67746 0.039 -0.096 0.031 -0.268
H -1.83431 -5.93994 -2.15114 -0.034 0.034 0.025 0.047
H -1.00954 -6.94104 -0.93085 -0.021 0.028 0.043 0.060
H -2.22673 -7.67223 -2.02515 -0.018 0.006 -0.006 0.052
H -2.09034 -7.95777 1.06644 0.008 0.051 -0.009 0.060
H -3.35394 -8.73008 0.05668 -0.019 0.006 -0.006 0.052
H -3.80991 -7.79748 1.50241 -0.020 0.043 -0.011 0.051
C 7.69700 2.39086 -8.62527 0.091 0.045 -0.013 -0.273
S 6.10341 1.97281 -7.90896 0.017 -0.105 0.025 0.786
O 5.11212 2.93214 -8.46163 -0.038 0.054 0.030 -0.555
C 6.49708 2.51919 -6.24269 0.050 0.061 0.059 -0.266
H 7.65374 2.16503 -9.68827 -0.046 -0.019 -0.002 0.049
H 7.89380 3.45304 -8.48137 -0.048 0.008 0.011 0.059
H 8.47422 1.78933 -8.15425 -0.011 -0.020 -0.001 0.053
H 6.78057 3.57142 -6.26143 -0.022 0.005 -0.044 0.061
H 7.30882 1.91061 -5.84484 -0.012 -0.023 -0.001 0.055
H 5.60943 2.38710 -5.62789 -0.020 -0.036 -0.022 0.040

No. 3
15
Properties=species:S:1:pos:R:3:forces:R:3:lowdin_charge:R:1 method="wB97M-V/def2-TZVPD" total_charge=0 smiles=CC(F)(F)c1cnc[nH]1 e_above_lowest_kj_mol=101.8 lumo_energy_ev=0.81 homo_lumo_gap_ha=0.3449
C 0.21324 -1.56205 -0.41058 0.035 4.052 1.415 -0.074
C -1.62198 -1.24738 -1.45754 2.418 -0.104 1.346 -0.175
C -0.13280 -0.03348 -0.37705 3.316 -5.036 1.830 -0.148
C 1.35221 0.81241 1.45196 2.980 -1.144 0.515 -0.002
C 0.48820 1.13053 0.34017 -2.142 1.429 -2.266 -0.511
N -0.75983 -2.16931 -1.04281 -1.040 0.027 -1.067 0.026
N -1.23058 -0.00638 -1.08506 -3.837 2.597 -0.277 0.079
F -0.58124 2.03362 0.78129 1.129 -1.381 -0.352 -0.014
F 1.09654 1.89117 -0.62351 0.463 0.302 0.117 0.060
H 0.96034 -2.20713 0.07954 -0.035 1.096 -0.270 0.101
H -2.52455 -1.50080 -1.84103 -2.476 -0.203 -1.399 0.083
H 0.69063 0.41203 2.16871 -0.583 -0.405 1.275 0.074
H 1.91086 1.71822 1.89574 -0.755 -1.592 -1.008 0.133
H 2.02382 -0.12901 1.13646 -1.068 2.482 0.709 0.146
H -1.88486 0.85755 -1.01628 1.595 -2.119 -0.566 0.222